{
  "formula": "C10H21N5O4",
  "method": "ωB97M-V/def2-TZVPD",
  "lumo_ev": 0.29,
  "orbital_gap_ha": 0.3528,
  "de_lowest_kcal_mol": 49.9,
  "total_energy_ev": -26351.086,
  "species": ["H", "C", "H", "H", "O", "H", "C", "H", "H", "H", "N", "N", "H", "N", "H", "N", "H", "O", "H", "H", "C", "C", "H", "H", "H", "C", "H", "H", "C", "N", "H", "H", "C", "C", "H", "C", "O", "O", "H", "C"],
  "xyz": [[-0.75, -1.67, 0.63], [-0.60, 1.26, 0.30], [1.74, -0.79, -1.53], [-3.68, -3.16, -0.52], [2.97, 1.84, 0.13], [-1.35, 2.06, 2.04], [-2.47, 0.21, 1.84], [-3.48, -1.60, 1.82], [-0.45, 0.59, 2.27], [-3.54, -2.58, -2.07], [-3.37, -2.39, -1.07], [1.20, -0.88, -0.74], [-2.70, 0.47, 2.91], [0.74, 1.77, 0.24], [-0.56, 0.28, -0.17], [-1.53, -1.17, -1.76], [-2.11, 0.73, -1.54], [-1.29, 3.45, -0.45], [-3.25, 0.61, 1.18], [0.99, -1.89, -0.62], [-2.20, -1.75, -0.75], [-1.37, 2.28, -0.66], [4.66, -2.63, 0.72], [4.38, 0.43, -0.68], [-1.95, -1.83, 2.60], [3.59, -2.38, 0.45], [2.94, -2.77, 1.26], [3.99, -0.48, 1.16], [3.43, -0.91, 0.30], [-1.76, -1.93, 0.59], [1.69, -0.60, 1.31], [3.36, -2.82, -0.55], [-1.18, 1.03, 1.65], [1.99, -0.32, 0.31], [0.73, 2.82, 0.23], [-2.45, -1.33, 1.76], [-2.14, 1.68, -1.55], [4.04, -0.43, -0.94], [-0.56, -0.78, -1.50], [1.96, 1.17, 0.27]],
  "lowdin_charge": [0.100, -0.261, 0.075, 0.083, 0.067, 0.139, -0.158, 0.101, 0.096, 0.113, 0.117, 0.070, 0.125, 0.126, 0.067, 0.060, 0.047, 0.129, 0.119, 0.117, -0.508, -0.470, 0.109, 0.077, 0.118, -0.059, 0.089, 0.151, -0.398, 0.028, 0.146, 0.091, -0.147, -0.274, 0.173, -0.185, 0.154, -0.042, 0.026, -0.411]
}